Computed, not measured: a single C6H8N2O molecule, with ωB97M-V/def2-TZVPD.

Each line ends with the natural charge from an NBO analysis.
CARTESIAN COORDINATES (ANGSTROEM)
O1 1.924 -1.066 -1.411  -0.61
N1 1.261 1.346 -1.303  -0.65
N2 0.459 0.392 -0.539  -0.29
C1 -0.932 2.130 0.422  -0.46
C2 -0.898 -1.516 0.866  -0.15
C3 -1.288 -0.206 0.964  -0.22
C4 0.172 -2.078 -0.034  -0.53
C5 0.967 -0.883 -0.720  0.69
C6 -0.595 0.847 0.259  0.13
H1 -1.985 0.160 1.696  0.22
H2 -1.676 2.491 1.092  0.21
H3 -1.386 -2.200 1.436  0.20
H4 -0.515 2.933 -0.197  0.21
H5 1.620 2.021 -0.605  0.34
H6 2.118 0.892 -1.629  0.40
H7 -0.216 -2.730 -0.840  0.25
H8 0.970 -2.534 0.543  0.24

Calculated values
- SMILES = C=C1C=CCC(=O)N1N
- frontier orbital gap (hartree) = 0.3376
- HOMO (eV) = -8.48
- energy relative to the best compared isomer or geometry (same formula, charge and spin) (kcal per mole) = 38.79
- energy (eV) = -11377.66489
- LUMO energy (eV) = 0.71